No. 1
{"formula": "C26H34Cl2F6N2OPdSSb", "method": "ωB97M-V/def2-TZVPD", "orbital_gap_ev": [6.62, 5.84], "homo_energy_ev": [-15.35, -15.35], "s2": 0.754, "multiplicity": 2, "charge": 2, "e_above_lowest_ev": 1.300, "symbols": ["Sb", "Pd", "Cl", "Cl", "S", "F", "F", "F", "F", "F", "F", "O", "N", "N", "C", "C", "C", "C", "C", "C", "C", "C", "C", "C", "C", "C", "C", "C", "C", "C", "C", "C", "C", "C", "C", "C", "C", "C", "C", "C", "H", "H", "H", "H", "H", "H", "H", "H", "H", "H", "H", "H", "H", "H", "H", "H", "H", "H", "H", "H", "H", "H", "H", "H", "H", "H", "H", "H", "H", "H", "H", "H", "H", "H"], "positions_angstrom": [[-0.740, 3.336, -1.582], [-1.563, 0.176, -0.952], [0.996, -3.400, -2.059], [-1.708, -2.491, -1.162], [-4.678, -0.611, -1.487], [-2.417, 2.436, -1.117], [1.057, 3.591, -1.962], [-0.184, 2.371, -0.039], [-1.452, 4.050, -3.131], [-0.606, 1.641, -2.590], [-1.101, 4.809, -0.531], [-3.540, -0.166, -0.510], [0.431, -0.139, -0.921], [-1.198, -0.024, 0.972], [-5.635, 0.864, -1.755], [-3.392, -2.112, -4.969], [3.192, 0.046, -0.787], [2.407, 0.030, 0.366], [-3.872, -0.786, -3.047], [5.302, -1.055, -1.478], [1.037, -0.059, 0.275], [2.520, -0.038, -2.011], [-2.907, 0.154, -3.417], [-0.253, 0.074, 5.152], [-0.576, -3.881, -1.484], [-2.169, -0.070, -4.572], [0.093, -0.044, 1.377], [-1.494, 0.088, 6.044], [0.579, -1.180, 5.470], [0.584, 1.336, 5.430], [-4.128, -1.914, -3.804], [4.703, 0.159, -0.749], [1.149, -0.119, -2.051], [5.241, 0.204, 0.681], [-2.405, -1.208, -5.337], [-2.188, 0.090, 1.859], [-1.923, 0.126, 3.215], [0.396, -0.019, 2.713], [-0.613, 0.057, 3.680], [5.100, 1.456, -1.478], [4.806, 1.441, -2.529], [0.820, 1.381, 6.493], [-4.892, -2.622, -3.504], [0.612, -0.180, -2.983], [5.041, -1.067, -2.537], [1.540, -1.181, 4.951], [0.034, 2.243, 5.168], [2.865, 0.120, 1.340], [0.786, -1.210, 6.540], [-6.402, 0.613, -2.490], [6.389, -1.017, -1.406], [-3.193, 0.131, 1.474], [-1.440, 0.666, -4.885], [6.183, 1.574, -1.437], [-3.592, -2.978, -5.586], [-1.179, 0.074, 7.087], [4.996, -0.703, 1.240], [1.435, -0.037, 3.014], [-1.832, -1.376, -6.239], [0.041, -2.093, 5.206], [4.969, -1.993, -1.028], [-2.092, 0.991, 5.901], [4.875, 1.077, 1.228], [3.059, -0.033, -2.948], [1.527, 1.333, 4.880], [-6.104, 1.129, -0.808], [-2.757, 0.213, 3.894], [-2.837, 1.115, -2.915], [-1.077, -4.472, -2.240], [-2.125, -0.789, 5.883], [-0.480, -4.402, -0.541], [4.645, 2.330, -1.008], [-4.992, 1.667, -2.114], [6.327, 0.280, 0.647]]}

=====

No. 2
{"formula": "C26H34CoGeN2O4S", "method": "ωB97M-V/def2-TZVPD", "orbital_gap_ev": [8.88, 6.14], "homo_energy_ev": [-11.08, -11.08], "s2": 6.015, "multiplicity": 5, "charge": 1, "e_above_lowest_ev": 0.000, "symbols": ["Ge", "Co", "S", "O", "O", "O", "O", "N", "N", "C", "C", "C", "C", "C", "C", "C", "C", "C", "C", "C", "C", "C", "C", "C", "C", "C", "C", "C", "C", "C", "C", "C", "C", "C", "C", "H", "H", "H", "H", "H", "H", "H", "H", "H", "H", "H", "H", "H", "H", "H", "H", "H", "H", "H", "H", "H", "H", "H", "H", "H", "H", "H", "H", "H", "H", "H", "H", "H", "H"], "positions_angstrom": [[-0.429, -1.625, -2.000], [0.252, 1.880, 1.743], [-0.030, 0.176, 3.487], [0.330, 3.405, 2.646], [-1.768, 1.524, 1.429], [2.234, 1.487, 0.974], [-0.262, 1.170, -0.131], [-1.712, 2.035, 4.502], [-2.568, -0.140, 4.218], [-1.340, -4.507, -4.962], [1.737, 0.491, -2.092], [-0.275, -2.919, -3.468], [-1.890, -0.215, -1.945], [-1.598, -4.694, 0.716], [3.999, -0.031, -1.366], [-1.568, 0.772, 4.054], [1.134, 4.711, 0.623], [-0.630, -2.740, -0.386], [0.985, -3.329, -3.937], [3.075, 0.856, -1.927], [-2.430, 0.236, -0.585], [3.614, -1.329, -1.029], [-1.205, -4.019, -0.432], [1.355, -0.803, -1.815], [-0.318, -2.213, 0.894], [-1.496, -4.041, 1.935], [0.518, 4.800, 2.027], [1.099, -4.413, -4.845], [-1.399, -3.441, -4.070], [-0.792, -2.842, 2.066], [1.419, 5.572, 3.020], [-0.829, 5.425, 1.946], [-0.072, -5.004, -5.274], [2.294, -1.706, -1.274], [-1.486, 1.060, 0.272], [1.931, -2.808, -3.563], [1.380, 5.679, 0.207], [4.289, -1.983, -0.529], [-1.355, -4.506, -1.414], [2.135, -4.739, -5.106], [-3.412, 0.761, -0.674], [1.937, -2.672, -0.877], [-0.728, -2.359, 2.989], [-2.263, -4.910, -5.399], [-1.253, 5.522, 2.941], [-1.442, 0.613, -2.515], [-2.671, -0.667, 0.038], [1.617, 6.588, 2.677], [-2.074, -5.688, 0.674], [3.003, 1.690, 1.508], [0.906, 5.638, 3.981], [2.562, 1.063, 0.191], [-2.483, -0.984, 3.704], [-0.005, -5.811, -5.990], [-0.993, 2.736, 4.178], [0.893, 1.157, -2.269], [5.004, 0.354, -1.086], [-1.553, 4.834, 1.387], [2.095, 4.169, 0.582], [-0.846, 6.431, 1.562], [0.304, -1.314, 0.905], [-2.652, 2.346, 4.770], [-2.376, -2.984, -3.839], [-1.969, -4.492, 2.802], [2.418, 5.059, 3.218], [0.465, 4.242, -0.085], [3.413, 1.900, -2.114], [-2.778, -0.530, -2.541], [-3.446, 0.074, 4.676]]}

=====

No. 3
{"formula": "C26H34N3O", "method": "ωB97M-V/def2-TZVPD", "orbital_gap_ev": 5.09, "homo_energy_ev": -9.88, "charge": 1, "e_above_lowest_ev": 1.921, "symbols": ["O", "N", "N", "N", "C", "C", "C", "C", "C", "C", "C", "C", "C", "C", "C", "C", "C", "C", "C", "C", "C", "C", "C", "C", "C", "C", "C", "C", "C", "C", "H", "H", "H", "H", "H", "H", "H", "H", "H", "H", "H", "H", "H", "H", "H", "H", "H", "H", "H", "H", "H", "H", "H", "H", "H", "H", "H", "H", "H", "H", "H", "H", "H", "H"], "positions_angstrom": [[5.386, -0.075, -2.455], [0.373, -0.818, 3.714], [-0.364, 1.092, 1.522], [-2.138, -1.650, -2.382], [1.350, 0.988, -2.628], [-4.615, 1.613, -2.959], [-1.766, 2.984, 1.648], [-2.469, 0.565, -2.769], [-0.902, -1.085, -2.445], [2.306, 1.771, -1.919], [-3.213, 1.721, -2.955], [-0.046, 1.295, -2.578], [-2.391, -3.049, -2.101], [1.822, -0.122, -3.376], [4.074, 0.257, -2.590], [3.630, 1.402, -1.874], [3.154, -0.487, -3.377], [0.146, -2.152, 4.222], [-5.252, 0.372, -2.759], [1.633, -0.266, 4.183], [-4.505, -0.802, -2.567], [5.886, -1.212, -3.195], [-1.035, 0.317, -2.638], [-1.009, 2.043, 0.678], [1.540, -2.704, 4.575], [-0.533, 1.313, 2.910], [-3.124, -0.675, -2.592], [-0.766, 0.030, 3.714], [-1.735, 2.284, 3.011], [2.498, -1.487, 4.558], [-2.701, 2.673, -3.109], [5.794, -1.049, -4.279], [-1.952, -3.325, -1.133], [-1.067, 0.341, 4.742], [-1.236, 3.940, 1.716], [-0.374, -2.750, 3.457], [3.277, -1.622, 3.802], [-0.314, 2.601, 0.030], [0.343, 1.817, 3.372], [-2.649, 1.695, 3.166], [-1.616, 2.973, 3.853], [-0.508, -2.151, 5.118], [-2.786, 3.177, 1.308], [-6.341, 0.321, -2.745], [1.832, -3.443, 3.824], [0.002, -1.678, -2.325], [-5.222, 2.506, -3.116], [4.354, 1.961, -1.284], [1.506, 0.400, 5.062], [-1.617, -0.518, 3.270], [1.954, 2.655, -1.383], [-3.469, -3.230, -2.069], [-1.719, 1.545, -0.005], [2.971, -1.336, 5.533], [1.118, -0.706, -3.969], [3.499, -1.345, -3.962], [6.938, -1.282, -2.917], [0.341, 0.466, 1.160], [1.521, -3.187, 5.557], [-0.364, 2.331, -2.458], [-4.967, -1.777, -2.400], [-1.938, -3.683, -2.874], [2.096, 0.350, 3.396], [5.362, -2.137, -2.914]]}

=====

No. 4
{"formula": "C26H34N5O2S4Ta", "method": "ωB97M-V/def2-TZVPD", "orbital_gap_ev": 4.69, "homo_energy_ev": -18.98, "charge": 4, "e_above_lowest_ev": 2.755, "symbols": ["Ta", "S", "S", "S", "S", "O", "O", "N", "N", "N", "N", "N", "C", "C", "C", "C", "C", "C", "C", "C", "C", "C", "C", "C", "C", "C", "C", "C", "C", "C", "C", "C", "C", "C", "C", "C", "C", "C", "H", "H", "H", "H", "H", "H", "H", "H", "H", "H", "H", "H", "H", "H", "H", "H", "H", "H", "H", "H", "H", "H", "H", "H", "H", "H", "H", "H", "H", "H", "H", "H", "H", "H"], "positions_angstrom": [[0.349, 0.438, -0.231], [1.273, -2.394, -0.744], [2.066, -0.447, 2.121], [-1.223, -1.126, -2.498], [1.832, 0.304, -2.750], [-4.952, -3.831, 2.381], [0.766, 3.852, 2.148], [2.450, 1.847, -0.161], [0.037, 2.055, 0.897], [-4.406, -3.272, 4.524], [-1.896, 1.606, -0.796], [-1.299, -0.881, 1.192], [4.663, 2.637, -0.624], [-3.791, 2.390, -2.016], [0.647, 0.230, -4.114], [3.650, -1.109, 1.574], [-4.136, 3.223, -0.957], [-2.576, -0.942, 0.743], [-2.673, 1.594, -1.901], [4.483, 3.712, 0.233], [3.274, 3.828, 0.904], [3.632, 1.728, -0.791], [-0.378, -0.876, -4.094], [-1.040, -2.921, -2.275], [-0.998, -1.499, 2.349], [-3.553, -1.637, 1.410], [-3.352, 3.220, 0.184], [-2.231, 2.411, 0.222], [-4.308, -3.204, 3.190], [2.291, 2.888, 0.665], [-1.940, -2.200, 3.080], [0.997, 3.016, 1.331], [-1.315, 2.381, 1.377], [-0.238, -3.334, -1.062], [2.614, 0.905, 3.177], [-3.244, -2.287, 2.603], [2.141, -2.518, -2.336], [2.802, -1.229, -2.766], [0.021, -1.453, 2.690], [-4.551, -1.712, 0.996], [4.193, -1.429, 2.464], [4.226, -0.351, 1.044], [3.761, 0.888, -1.450], [5.587, 2.504, -1.171], [-5.113, -3.874, 4.924], [-4.371, 2.369, -2.928], [-1.632, -2.692, 3.993], [-0.815, -3.234, -0.142], [-1.650, 1.630, 2.098], [1.449, -2.903, -3.078], [-1.154, -0.632, -4.823], [0.054, -1.829, -4.387], [1.234, 0.157, -5.034], [0.192, 1.222, -4.086], [-3.585, 3.857, 1.027], [3.205, -1.338, -3.776], [2.925, -3.264, -2.195], [3.637, -1.004, -2.100], [-3.878, -2.695, 5.155], [-0.628, -3.324, -3.198], [-2.048, -3.328, -2.181], [-2.392, 0.926, -2.696], [-1.308, 3.340, 1.892], [-5.002, 3.870, -1.023], [5.272, 4.438, 0.385], [1.755, 1.516, 3.449], [3.028, 0.457, 4.082], [3.461, -1.976, 0.946], [3.377, 1.500, 2.680], [-2.801, -0.442, -0.186], [0.055, -4.382, -1.158], [3.075, 4.633, 1.600]]}

=====

No. 5
{"formula": "C26H34N7O2PPtS4", "method": "ωB97M-V/def2-TZVPD", "orbital_gap_ev": 6.20, "homo_energy_ev": -6.99, "e_above_lowest_ev": 0.023, "symbols": ["Pt", "S", "S", "S", "S", "P", "O", "O", "N", "N", "N", "N", "N", "N", "N", "C", "C", "C", "C", "C", "C", "C", "C", "C", "C", "C", "C", "C", "C", "C", "C", "C", "C", "C", "C", "C", "C", "C", "C", "C", "C", "H", "H", "H", "H", "H", "H", "H", "H", "H", "H", "H", "H", "H", "H", "H", "H", "H", "H", "H", "H", "H", "H", "H", "H", "H", "H", "H", "H", "H", "H", "H", "H", "H", "H"], "positions_angstrom": [[0.679, -1.269, 0.215], [-6.020, -2.131, 2.210], [-0.750, -3.106, 0.006], [-0.214, 1.779, -1.561], [-3.338, -3.328, 1.585], [2.262, 0.237, 0.752], [1.480, -2.879, -2.163], [3.226, -2.104, -1.043], [3.663, 0.770, 3.124], [-2.905, -1.489, -0.110], [4.875, 1.139, 1.044], [3.121, 2.679, 1.726], [-1.537, -0.276, -2.643], [-4.154, -1.276, 0.427], [0.368, 0.148, -3.652], [-0.975, 0.795, 1.898], [-1.340, -0.890, 4.047], [2.658, -0.128, 2.532], [-4.598, -2.142, 1.367], [4.376, 2.588, 1.080], [-4.849, -0.135, -0.082], [1.451, 0.937, -4.170], [-4.138, 1.048, -0.218], [-6.171, -0.232, -0.484], [2.045, 2.063, 0.932], [-2.338, -2.520, 0.412], [-0.208, -0.934, -4.437], [-0.494, -0.515, 1.779], [-0.709, -1.342, 2.894], [-1.378, -1.398, -3.562], [-6.794, 0.887, -1.015], [2.407, -3.614, -2.962], [-4.768, 2.156, -0.763], [4.924, 0.636, 2.498], [-1.608, 1.261, 3.047], [-1.787, 0.422, 4.137], [2.000, -2.158, -1.131], [3.210, 2.157, 3.090], [-0.456, 0.524, -2.651], [4.020, 0.267, 0.163], [-6.097, 2.079, -1.155], [2.228, 2.216, 3.556], [-4.214, 3.077, -0.883], [-1.120, -2.307, -3.015], [-7.828, 0.823, -1.328], [-2.289, -1.562, -4.135], [5.823, 1.130, 0.668], [1.812, -4.320, -3.537], [-6.704, -1.164, -0.367], [3.128, -4.142, -2.341], [-2.011, -0.411, -1.753], [-6.589, 2.948, -1.575], [2.012, 2.533, -0.053], [1.079, 2.243, 1.400], [1.728, -0.061, 3.096], [3.001, -1.163, 2.598], [-1.979, 2.280, 3.081], [-0.522, -0.565, -5.420], [2.954, -2.952, -3.637], [-0.378, -2.374, 2.859], [4.320, 2.928, 0.046], [2.370, 0.345, -4.212], [-2.284, 0.776, 5.032], [-1.491, -1.571, 4.877], [5.242, -0.405, 2.458], [4.083, 0.668, -0.850], [1.220, 1.295, -5.178], [5.138, 3.149, 1.623], [-0.894, 1.465, 1.048], [3.912, 2.776, 3.652], [5.682, 1.248, 2.992], [0.522, -1.730, -4.579], [1.596, 1.792, -3.514], [-3.098, 1.082, 0.078], [4.410, -0.748, 0.148]]}

=====

No. 6
{"formula": "C26H34N8", "method": "ωB97M-V/def2-TZVPD", "orbital_gap_ev": 7.78, "homo_energy_ev": -7.67, "smiles": "c1cc[nH]c1.c1cc[nH]c1.c1cc[nH]c1.c1cc[nH]c1.c1cc[nH]c1.CC#N.CC#N.CC#N", "e_above_lowest_ev": 0.000, "symbols": ["N", "N", "N", "N", "N", "N", "N", "N", "C", "C", "C", "C", "C", "C", "C", "C", "C", "C", "C", "C", "C", "C", "C", "C", "C", "C", "C", "C", "C", "C", "C", "C", "C", "C", "H", "H", "H", "H", "H", "H", "H", "H", "H", "H", "H", "H", "H", "H", "H", "H", "H", "H", "H", "H", "H", "H", "H", "H", "H", "H", "H", "H", "H", "H", "H", "H", "H", "H"], "positions_angstrom": [[2.188, 1.849, -3.309], [-1.526, -0.407, -1.079], [3.004, 4.172, 3.820], [-0.867, -5.087, 1.203], [5.331, -3.073, 1.208], [-2.585, 1.127, 2.542], [3.688, 5.396, -1.791], [-4.763, -1.923, -1.812], [-5.622, -2.756, -2.535], [2.821, 5.155, -0.793], [2.247, 1.556, -4.433], [-1.826, -3.667, -0.099], [-0.686, -3.882, 0.553], [0.458, 1.214, -0.709], [4.411, 6.409, 0.081], [-0.621, 0.281, -0.924], [4.773, -1.809, 1.432], [2.239, 1.198, -5.843], [-4.580, 0.074, 2.865], [3.515, -1.782, 0.800], [3.193, 5.814, 0.384], [3.333, -2.916, 0.083], [2.743, 1.860, 2.594], [2.901, 3.114, 3.301], [-4.543, 1.298, 3.549], [-3.388, 0.070, 2.136], [-6.647, -1.942, -0.729], [-3.322, 1.849, 3.426], [-6.753, -2.851, -1.761], [-2.633, -4.818, -0.045], [4.428, -3.742, 0.424], [-5.367, -1.365, -0.742], [4.691, 6.199, -1.286], [-2.047, -5.667, 0.873], [4.633, -4.724, 0.024], [1.426, 0.860, -1.065], [2.865, -0.920, 0.790], [2.633, 5.847, 1.307], [5.251, -1.122, 2.114], [-0.376, -5.340, 2.048], [0.160, -3.243, 0.756], [3.724, 1.430, 2.390], [-2.942, 2.786, 3.808], [2.252, 1.062, 3.151], [1.984, 4.497, -0.976], [-5.329, -3.272, -3.438], [-7.729, -3.277, -1.938], [-1.692, 1.446, 2.195], [-3.632, -4.944, -0.435], [5.022, 7.054, 0.695], [0.292, 2.195, -1.156], [1.802, 2.069, -6.331], [2.603, -3.115, -0.688], [-4.871, -0.779, 0.018], [-2.966, -0.650, 1.451], [3.300, 0.981, -5.968], [-5.443, -0.568, 2.773], [3.511, 5.140, -2.751], [-1.999, -2.787, -0.701], [-3.811, -1.739, -2.095], [-7.372, -1.812, 0.061], [0.597, 1.374, 0.360], [2.287, 1.957, 1.609], [-2.439, -6.625, 1.184], [1.696, 0.278, -6.059], [-5.397, 1.824, 3.950], [6.264, -3.392, 1.428], [5.507, 6.561, -1.894]]}